162
Properties=species:S:1:pos:R:3:forces:R:3 method="wB97M-V/def2-TZVPD" lumo_energy_ev=0.5 multiplicity=1 homo_energy_ev=-7.81 de_lowest_kcal_mol=38.56 smiles="CCOS(C)(=O)=O.CCOS(C)(=O)=O.CCN(CC)CC.CCN(CC)CC.CCN(CC)CC.CCN(CC)CC.CCN(CC)CC.CCN(CC)CC" energy_ev=-88165.13730 total_charge=0
C -4.560 -0.191 1.264 1.2 -0.1 0.1
C -4.179 0.768 0.140 0.3 -1.3 0.8
O -4.215 2.108 0.692 -0.4 0.6 -0.6
S -5.127 3.261 0.074 0.0 -1.0 0.0
C -6.714 2.680 0.600 -0.3 0.3 0.3
O -4.818 4.430 0.819 0.1 0.2 0.2
O -5.007 3.241 -1.350 -0.2 0.1 0.0
H -3.900 0.022 2.111 -0.3 0.1 0.2
H -4.246 -1.197 0.975 -0.4 0.0 -0.2
H -5.599 -0.168 1.583 -0.1 0.1 -0.1
H -3.136 0.597 -0.110 -0.1 0.1 -0.1
H -4.754 0.495 -0.748 -0.3 1.1 -0.2
H -7.079 1.851 0.003 0.2 -0.2 0.0
H -7.458 3.474 0.584 0.2 0.2 -0.3
H -6.547 2.433 1.647 -0.2 -0.3 0.0
C -0.354 2.336 0.483 -0.3 -0.1 -0.5
C 0.143 1.310 -0.538 0.0 0.7 1.6
O -0.876 0.294 -0.669 -0.6 -0.3 -0.7
S -0.710 -1.047 0.182 2.3 1.5 -1.1
C 0.570 -1.798 -0.814 0.2 0.2 0.6
O -0.210 -0.619 1.446 0.0 -0.6 0.7
O -1.884 -1.804 0.039 -1.4 -0.5 0.0
H -0.610 1.865 1.427 0.1 0.0 0.1
H -1.264 2.762 0.051 0.0 0.2 0.2
H 0.358 3.144 0.653 0.1 -0.1 -0.1
H 0.284 1.836 -1.477 -0.1 -0.6 -0.4
H 1.061 0.838 -0.185 0.1 0.1 -0.2
H 0.666 -2.845 -0.546 -0.2 -0.1 -0.3
H 1.530 -1.318 -0.632 -0.1 0.1 0.3
H 0.311 -1.573 -1.843 -0.2 -0.5 -0.1
C -2.508 10.064 -0.539 -0.1 0.1 1.1
C -1.184 9.426 -0.099 0.3 0.6 -1.4
N -1.289 8.025 0.249 -0.2 0.7 0.4
C -0.219 7.624 1.156 -0.1 -1.3 -1.2
C -0.492 7.895 2.616 0.7 0.1 -0.2
C -1.353 7.161 -0.925 0.2 0.0 0.3
C -2.089 5.874 -0.625 0.4 -0.8 0.3
H -2.513 11.122 -0.261 0.2 0.1 -0.6
H -3.331 9.680 0.071 0.0 -0.4 -0.3
H -2.706 9.918 -1.596 -0.2 0.1 0.0
H -0.483 9.544 -0.956 0.0 -0.1 0.1
H -0.684 10.042 0.652 -0.4 -0.4 0.5
H -0.073 6.558 0.936 -0.2 -0.1 0.7
H 0.763 7.989 0.797 -0.1 0.6 0.3
H -0.713 8.956 2.742 0.1 0.0 0.3
H -1.299 7.314 3.052 -0.2 -0.1 -0.3
H 0.434 7.623 3.132 -0.1 0.3 0.3
H -0.314 6.974 -1.257 -0.1 -0.2 -0.2
H -1.853 7.632 -1.773 0.0 0.4 0.2
H -2.005 5.225 -1.501 -0.4 -0.1 0.1
H -3.117 5.998 -0.291 -0.1 0.3 -0.5
H -1.664 5.310 0.215 0.3 0.2 -0.1
C 0.868 -0.231 6.385 -0.3 0.2 0.4
C 1.341 1.182 5.979 -1.1 -0.8 -0.7
N 2.280 1.166 4.884 1.1 -0.3 0.2
C 2.805 2.500 4.596 -0.8 0.1 1.5
C 3.951 2.555 3.632 0.6 -0.4 -0.2
C 1.864 0.390 3.718 0.0 1.3 -0.7
C 2.824 -0.718 3.319 0.0 -0.4 0.3
H 0.672 -0.252 7.460 -0.1 0.0 0.0
H 1.552 -1.056 6.189 0.2 0.2 -0.2
H -0.081 -0.443 5.893 0.1 -0.2 0.0
H 0.414 1.680 5.625 0.1 0.3 0.4
H 1.689 1.712 6.862 0.5 0.2 -0.2
H 1.970 3.180 4.327 0.2 0.0 -0.3
H 3.120 2.853 5.586 0.2 0.2 -0.2
H 4.683 1.782 3.882 -0.2 -0.2 -0.2
H 3.590 2.416 2.614 0.3 0.0 -0.1
H 4.557 3.460 3.690 -0.5 0.4 0.0
H 1.827 1.082 2.858 -0.1 0.0 0.1
H 0.820 0.082 3.799 0.2 -0.4 0.2
H 2.661 -1.607 3.932 0.0 -0.1 -0.2
H 3.866 -0.439 3.474 -0.1 0.3 0.0
H 2.720 -0.953 2.257 -0.2 -0.2 0.1
C -3.419 -2.052 -4.090 -0.1 -0.4 -0.5
C -3.337 -0.560 -4.407 1.0 -0.6 0.4
N -4.451 0.193 -3.880 0.8 0.2 0.7
C -4.261 1.646 -4.048 -0.1 -0.7 0.7
C -2.941 2.229 -3.510 -0.4 -0.5 -1.5
C -5.735 -0.266 -4.337 -0.9 0.5 -0.3
C -6.894 0.570 -3.770 0.6 -0.1 0.0
H -3.617 -2.224 -3.036 -0.4 0.1 0.1
H -2.486 -2.595 -4.265 0.1 0.4 -0.3
H -4.162 -2.539 -4.727 -0.1 -0.1 0.3
H -2.417 -0.236 -3.911 -0.2 0.3 0.0
H -3.137 -0.402 -5.487 -0.4 0.0 0.0
H -4.415 1.818 -5.126 0.1 0.8 0.1
H -5.000 2.132 -3.417 -0.4 0.0 -0.5
H -2.731 1.912 -2.493 0.0 0.0 0.1
H -2.142 1.946 -4.200 0.3 0.1 0.4
H -3.072 3.309 -3.576 0.2 0.1 0.3
H -5.928 -1.291 -4.020 0.3 -0.1 0.0
H -5.839 -0.262 -5.441 0.2 0.0 0.0
H -7.815 0.059 -4.047 -0.2 0.2 0.3
H -6.916 1.595 -4.135 -0.1 -0.1 -0.3
H -6.743 0.664 -2.691 -0.4 -0.3 0.1
C -2.699 -5.573 1.284 -0.9 1.4 -1.3
C -2.807 -5.287 2.782 1.0 -1.7 -0.3
N -1.497 -4.988 3.337 -1.0 1.0 0.7
C -0.641 -6.140 3.563 -0.4 0.6 -0.9
C -1.207 -7.076 4.613 0.1 -0.3 1.3
C -0.838 -3.791 2.863 1.3 -0.3 0.8
C -0.012 -3.118 3.983 -1.1 0.9 -0.6
H -1.929 -6.233 0.892 0.2 -0.2 0.6
H -2.526 -4.585 0.828 0.3 -0.2 -0.1
H -3.623 -5.861 0.765 -0.1 -0.3 0.6
H -3.547 -4.517 2.984 0.1 0.2 0.0
H -3.111 -6.190 3.317 -0.4 0.1 -0.1
H 0.325 -5.723 3.835 0.1 -0.3 0.2
H -0.500 -6.662 2.601 0.2 -0.2 0.1
H -2.066 -6.657 5.142 -0.2 0.1 -0.5
H -0.523 -7.217 5.458 0.3 -0.1 -0.3
H -1.475 -8.069 4.255 0.0 0.1 -0.2
H -0.148 -4.028 2.027 -0.2 0.1 -0.1
H -1.496 -2.987 2.537 -0.5 -0.5 -0.2
H -0.704 -2.602 4.658 -0.1 -0.3 0.1
H 0.605 -3.763 4.597 0.4 0.0 -0.3
H 0.483 -2.285 3.472 0.7 -0.3 0.4
C 4.973 -4.930 -3.474 -0.5 0.1 -0.6
C 3.530 -5.022 -2.965 0.5 0.6 -0.5
N 3.493 -5.817 -1.757 -0.3 -0.7 0.9
C 2.934 -7.151 -1.994 1.5 -0.2 -0.7
C 3.190 -8.147 -0.858 -1.5 1.3 0.4
C 2.834 -5.141 -0.645 -0.9 -0.1 -0.3
C 3.617 -3.955 -0.139 0.2 1.1 -0.6
H 5.605 -4.677 -2.629 0.3 -0.1 -0.1
H 5.086 -4.195 -4.279 -0.1 0.2 0.2
H 5.244 -5.870 -3.959 0.3 -0.2 0.5
H 3.148 -4.015 -2.762 0.1 0.0 0.1
H 2.897 -5.394 -3.780 -0.2 -0.3 0.2
H 1.894 -7.094 -2.354 0.0 -0.2 0.3
H 3.556 -7.541 -2.814 -0.4 0.1 -0.2
H 2.478 -7.915 -0.055 0.1 -0.2 0.1
H 2.946 -9.154 -1.178 0.5 -0.2 0.0
H 4.176 -7.962 -0.440 0.2 -0.5 -0.2
H 2.659 -5.822 0.189 0.3 -0.2 -0.1
H 1.809 -4.908 -1.002 0.1 0.5 0.3
H 3.805 -3.215 -0.931 0.0 -0.3 -0.2
H 4.604 -4.256 0.212 -0.1 -0.1 0.2
H 3.121 -3.325 0.604 -0.2 -0.6 0.3
C 2.510 -0.090 -3.127 0.0 -0.2 -0.1
C 3.797 0.604 -3.541 -0.7 -0.7 -1.2
N 4.829 0.503 -2.527 0.4 -0.1 -0.4
C 5.429 -0.827 -2.638 0.7 -0.3 -0.2
C 6.195 -1.290 -1.409 -0.5 -0.2 0.7
C 5.857 1.524 -2.742 -0.6 1.1 0.9
C 5.413 2.834 -2.075 -0.3 -0.6 0.4
H 2.163 0.251 -2.154 0.0 0.3 -0.1
H 2.638 -1.172 -3.037 0.1 0.0 -0.1
H 1.750 0.074 -3.893 -0.1 0.0 0.2
H 4.127 0.125 -4.487 0.2 -0.2 0.2
H 3.540 1.587 -3.945 0.4 0.5 1.0
H 4.683 -1.585 -2.885 -0.2 0.2 0.2
H 6.120 -0.874 -3.501 -0.1 0.3 0.0
H 6.903 -2.070 -1.689 0.1 0.1 0.1
H 6.688 -0.506 -0.833 0.3 0.2 -0.5
H 5.520 -1.725 -0.664 -0.1 -0.1 -0.2
H 6.010 1.707 -3.814 0.4 -0.3 0.0
H 6.782 1.279 -2.223 0.1 -0.6 -0.4
H 6.193 3.593 -2.113 -0.2 0.2 -0.4
H 5.231 2.657 -1.011 0.1 -0.2 0.0
H 4.443 3.135 -2.472 0.2 0.5 -0.2


39
Properties=species:S:1:pos:R:3:forces:R:3 method="wB97M-V/def2-TZVPD" lumo_energy_ev=-12.2 multiplicity=1 homo_energy_ev=-19.54 de_lowest_kcal_mol=0.00 energy_ev=-64193.92650 total_charge=+3
C 2.536 4.718 0.162 1.3 -0.2 0.1
C 1.984 3.355 0.157 -3.0 -0.3 -1.1
H 2.650 5.118 -0.865 -0.4 -0.3 0.3
H 3.531 4.658 0.624 -0.2 0.3 -0.1
H 1.915 5.405 0.772 0.0 -0.5 -0.2
O 1.034 2.875 -0.482 2.9 0.3 2.5
Cl 2.647 2.191 1.618 0.1 0.9 -1.2
Zr 0.384 1.160 1.091 -0.6 0.9 3.7
P -1.906 1.630 -0.067 -2.3 0.7 -0.7
C -2.469 1.088 -1.704 0.6 -0.4 -0.3
C -3.287 1.045 0.970 0.5 -0.3 0.5
H -1.628 3.954 0.614 -0.3 0.0 -0.2
H -3.224 3.626 -0.159 0.3 0.0 0.0
H -1.733 3.772 -1.168 -0.2 0.0 0.3
C -2.142 3.432 -0.205 0.6 0.2 0.2
H -3.058 1.213 2.029 -0.3 0.0 -0.2
H -4.174 1.615 0.671 0.1 -0.2 0.1
H -3.483 1.488 -1.873 0.4 -0.2 0.1
H -2.481 -0.009 -1.745 -0.2 0.3 -0.1
H -3.426 -0.031 0.802 -0.1 0.3 0.0
H -1.782 1.466 -2.472 -0.3 -0.1 0.0
C 0.352 0.077 -0.833 0.3 -4.6 -6.9
O 0.363 -0.576 -1.808 -0.2 3.5 5.1
Cl -0.653 2.260 2.976 0.7 -0.9 -1.5
S 0.091 -1.220 1.920 0.2 0.7 -0.6
C 0.713 -2.438 0.790 0.7 -1.3 -1.4
N -0.123 -3.119 0.001 0.1 1.3 0.9
C 0.301 -4.233 -0.850 0.1 -0.4 -0.5
C 1.481 -4.931 -0.203 -0.3 -0.4 0.3
C 2.576 -3.949 0.125 0.8 -0.1 -0.5
N 2.020 -2.731 0.733 -1.1 1.0 0.9
H -1.079 -2.785 -0.050 0.1 -0.4 0.2
H 0.568 -3.873 -1.854 -0.1 0.1 0.2
H -0.558 -4.900 -0.953 0.2 0.1 0.0
H 1.861 -5.714 -0.865 0.0 0.2 0.1
H 1.153 -5.424 0.715 -0.1 0.0 0.0
H 3.130 -3.672 -0.781 -0.1 0.1 0.2
H 3.301 -4.368 0.833 -0.2 0.1 -0.1
H 2.616 -2.170 1.335 0.0 -0.4 0.0